Molecular formula: C3H9N3O2S
Method: DFT, wB97M-V/def2-TZVPD

Output
- orbital gap (hartree) = 0.33595
- relative energy (zero: lowest compared OMol25 entry of this formula, charge and spin) (kJ/mol) = 249.3
- E_HOMO (eV) = -8.551
- calculated total energy (eV) = -22653.4140
- E_LUMO (eV) = 0.59

```
! wB97M-V def2-TZVPD RIJCOSX def2/J DEFGRID3
* xyz 0 1
C -1.60948 -0.86389 1.55488
C 4.50509 -0.22199 1.03991
C -2.34078 -0.48878 -0.73403
N -0.35641 0.76103 -1.25363
N -1.31080 0.17575 -1.10788
N -2.22156 -1.48666 0.29722
O 2.81535 -0.04143 -0.87771
O 1.95382 -1.09851 1.28749
S 2.65833 0.03802 0.77443
H -2.39412 -0.25946 1.93456
H -1.35923 -1.79742 2.23717
H -0.72327 -0.25997 1.23530
H 4.47028 -0.01365 2.07264
H 4.86378 -1.29300 0.77365
H 5.06858 0.46553 0.50876
H -3.26138 -0.31950 -1.34051
H 1.95452 0.25786 -1.39594
H -1.52628 -2.25622 0.21331
*
```

These are the natural (NBO) partial charges, in e, on atoms 1 to 2: -0.41 -0.80